(1)
ORCA calculation (wB97M-V/def2-TZVPD) on a molecular structure, C15H11FeI2N4OSSe.

```
36
Properties=species:S:1:pos:R:3:forces:R:3:lowdin_charge:R:1
Fe 0.0426 -0.0714 -1.2158 -0.1 -0.1 -0.1 0.681
I 5.4340 -0.2803 4.0175 0.0 0.0 0.0 0.875
C 4.1809 -0.0524 2.3664 0.1 0.0 0.0 -0.737
C 4.7226 -0.0395 1.0872 -0.1 0.0 0.1 -0.217
C 3.8837 0.1109 -0.0036 0.0 0.0 -0.2 -0.635
I 4.6778 0.1414 -1.9282 0.0 0.0 0.1 0.956
C 2.5013 0.2553 0.1578 0.1 0.1 0.0 -0.383
O 1.7228 0.4756 -0.9056 0.1 0.0 0.3 -0.212
C 1.9785 0.2202 1.4580 -0.1 0.0 0.0 -0.155
C 0.4857 0.2909 1.6121 0.0 0.0 0.0 -0.106
N -0.1144 -0.7143 0.7006 0.1 0.1 0.0 -0.110
C -1.5185 -1.0650 0.9712 0.1 0.0 -0.1 -0.103
C -2.4189 -0.1363 0.2117 0.0 0.0 0.0 -0.228
C -3.7216 0.1200 0.5916 0.0 0.0 0.0 0.000
C -4.4935 0.9590 -0.1957 0.0 0.0 0.0 -0.029
C -3.9324 1.5244 -1.3287 0.0 0.0 0.0 -0.021
C -2.6201 1.2307 -1.6468 0.0 0.0 0.0 -0.050
N -1.8798 0.4070 -0.8907 0.0 0.0 0.1 0.048
C 2.8148 0.0672 2.5543 0.0 0.0 -0.1 -0.113
H 5.7870 -0.1451 0.9361 0.0 0.0 0.0 0.083
H 0.1956 0.0816 2.6441 0.0 0.0 0.0 0.128
H 0.0980 1.2766 1.3369 0.0 0.0 0.0 0.140
H 0.4460 -1.5613 0.7619 0.0 0.0 0.0 0.144
H -1.6758 -2.0822 0.6076 0.0 0.0 0.0 0.135
H -1.7401 -1.0416 2.0402 0.0 0.0 0.0 0.133
H -4.1188 -0.3314 1.4901 0.0 0.0 0.0 0.124
H -5.5176 1.1730 0.0789 0.0 0.0 0.0 0.118
H -4.4919 2.1896 -1.9696 0.0 0.0 0.0 0.119
H -2.1474 1.6548 -2.5207 0.0 0.0 0.0 0.073
H 2.3922 0.0385 3.5505 0.0 0.0 0.0 0.100
Se -0.5770 2.6753 -4.9896 -0.1 0.1 -0.2 0.545
C -0.1507 1.4711 -3.7853 0.1 -0.2 0.2 -0.929
N 0.0789 0.6856 -2.9492 -0.1 0.1 0.1 -0.014
S -0.0288 -4.6311 -1.5689 0.0 0.0 0.0 0.577
C -0.1051 -3.0352 -1.6301 0.0 0.1 0.1 -0.929
N -0.1900 -1.8615 -1.6461 0.0 -0.1 -0.1 -0.008
```
Forces are in eV/Å.

The orbital gap (spin up / spin down) comes out at 6.38 / 6.41 eV. The highest occupied orbital energy (spin up / spin down) comes out at -7.97 / -7.94 eV. As for the total energy: -5531.20524 a.u. For the largest force on an atom, the calculation gives 0.3 eV/Å. Its spin multiplicity is 2.

***

(2)
ORCA calculation (wB97M-V/def2-TZVPD) on a molecular structure, C15H11N5O6RuS2.

```
40
Properties=species:S:1:pos:R:3:forces:R:3:lowdin_charge:R:1
Ru -0.2861 0.1022 -0.1527 -1.2 1.0 1.5 1.286
O 3.4570 0.4029 2.1230 -1.3 0.0 0.1 0.108
C 2.2136 0.4006 1.5466 2.9 0.0 -4.3 -0.454
O 2.1488 0.4638 0.2944 -0.4 -0.2 2.7 0.017
C 1.1030 0.3894 2.4190 -3.5 0.0 2.1 -0.199
C 1.1945 0.6009 3.8147 1.0 -0.3 -1.6 0.012
C 0.0628 0.8164 4.5445 -1.7 0.1 -0.2 -0.027
C -1.1896 0.8049 3.8934 1.4 0.0 0.8 0.043
C -1.2361 0.5394 2.5451 -0.4 -0.2 -0.6 -0.150
N -0.1396 0.3144 1.8137 2.1 0.3 1.8 -0.014
C -2.5831 0.5060 1.8021 0.0 -0.1 -0.3 -0.624
O -3.6125 0.6471 2.4438 0.0 0.1 0.5 0.033
O -2.5056 0.3229 0.5490 1.8 -0.6 -1.0 -0.081
H 4.0890 0.4375 1.3905 -0.1 0.0 -0.1 0.130
H 2.1795 0.6227 4.2553 0.0 0.1 0.1 0.118
H 0.1144 1.0158 5.6033 0.1 0.0 0.1 0.107
H -2.1121 0.9948 4.4145 -0.2 0.0 0.0 0.121
N -3.0257 2.9040 -2.9274 -0.3 0.5 -0.2 0.030
C -2.0492 2.2564 -2.1973 1.3 -0.8 0.5 -0.718
S -1.6051 3.1599 -0.7484 -0.7 0.5 -0.2 0.871
N -1.6129 1.1421 -2.6367 -1.9 0.7 -0.5 -0.003
N -0.6043 0.4077 -2.1709 1.9 -0.2 -0.6 -0.165
C -0.8238 -0.8849 -1.9546 -0.7 0.1 -0.7 -0.258
C 0.2524 -1.8814 -2.1969 0.4 -0.1 0.8 -0.176
C 0.5836 -2.3705 -3.4416 0.1 0.0 0.1 -0.058
C 1.6087 -3.2975 -3.5662 0.1 -0.1 -0.3 -0.136
C 2.2790 -3.7410 -2.4340 0.0 -0.1 -0.2 -0.130
C 1.9500 -3.2807 -1.1768 -0.2 0.3 0.2 -0.034
C 0.9351 -2.3122 -1.0300 0.1 -0.5 -1.3 -0.400
O 0.6033 -1.7975 0.1083 -0.8 0.7 1.1 -0.189
H -3.5374 3.5939 -2.3986 -0.1 -0.1 -0.1 0.056
H -3.6083 2.2748 -3.4605 0.0 0.0 0.1 0.085
H -1.8651 -1.2449 -2.0297 0.3 0.2 0.2 0.132
H 0.0655 -2.0012 -4.3150 -0.1 0.0 -0.1 0.107
H 1.8894 -3.6612 -4.5443 0.0 -0.1 -0.1 0.081
H 3.0778 -4.4630 -2.5410 0.1 -0.1 0.0 0.088
H 2.4742 -3.6284 -0.2992 0.1 0.0 0.1 0.098
O -0.1909 4.0302 1.8011 -0.1 0.4 0.4 -0.620
S 0.6304 3.1044 0.9852 -0.7 -0.5 -1.5 0.751
N -0.3233 2.3075 -0.1259 1.0 -0.8 0.7 -0.838
```
Forces are in eV/Å.

The orbital gap (spin up / spin down) comes out at 5.32 / 5.79 eV. Its net charge is -1. The highest occupied orbital energy (spin up / spin down) comes out at -3.94 / -4.42 eV. As for the total energy: -2194.72869 a.u. For the largest force on an atom, the calculation gives 5.2 eV/Å. Its spin multiplicity is 2.

***

(3)
ORCA calculation (wB97M-V/def2-TZVPD) on a molecular structure, C15H11N6Pd.

```
33
Properties=species:S:1:pos:R:3:forces:R:3:lowdin_charge:R:1
Pd 1.6016 0.1863 -0.0745 0.2 -0.2 0.9 0.928
N -1.1606 1.8632 2.7630 0.0 0.0 0.0 0.150
C -0.0292 1.5450 2.1497 0.1 0.1 0.1 -0.093
N 0.0248 0.7670 1.1049 -0.1 -0.3 -0.3 0.003
C -1.1599 0.2068 0.5814 0.6 -0.2 -0.4 -0.233
N -1.1312 -0.5251 -0.4968 -1.2 0.1 0.0 0.098
N 0.0898 -0.6191 -1.0367 1.3 0.1 -0.3 -0.159
C 0.4052 -1.2347 -2.1201 -1.0 0.2 0.4 -0.012
C 1.8210 -1.2790 -2.4413 0.9 0.0 -0.5 -0.233
C 2.3119 -1.9056 -3.5774 -0.5 0.1 0.2 0.011
C 3.6718 -1.8774 -3.8363 0.3 0.1 0.1 -0.016
C 4.5143 -1.2244 -2.9513 -0.1 -0.2 -0.3 -0.008
C 3.9709 -0.6193 -1.8292 0.1 0.1 0.2 -0.075
N 2.6677 -0.6466 -1.5779 -0.4 -0.1 -0.2 -0.034
C -2.4013 0.4527 1.2740 -0.1 0.2 0.3 -0.086
C -3.6130 -0.1228 0.8803 0.0 0.0 0.0 0.008
C -4.7638 0.1454 1.5881 0.0 -0.1 -0.1 -0.040
C -4.7313 1.0074 2.6845 0.1 0.1 0.0 -0.033
C -3.5485 1.6018 3.0781 -0.1 0.1 0.1 0.004
C -2.3849 1.3138 2.3802 0.0 -0.2 -0.3 -0.158
H -1.1410 2.5022 3.5438 0.1 0.0 0.0 0.175
H 0.8968 1.9405 2.5492 0.0 0.1 -0.1 0.146
H -0.3548 -1.6564 -2.7697 0.0 -0.2 0.1 0.145
H 1.6180 -2.3945 -4.2476 0.0 0.0 0.0 0.127
H 4.0702 -2.3558 -4.7203 0.0 0.0 0.0 0.125
H 5.5803 -1.1828 -3.1185 0.0 0.0 0.0 0.123
H 4.5897 -0.1035 -1.1074 -0.1 0.0 0.0 0.115
H -3.6204 -0.7742 0.0183 0.0 0.0 0.0 0.121
H -5.6958 -0.3140 1.2904 0.0 0.0 0.0 0.118
H -5.6389 1.2135 3.2348 0.0 0.0 0.0 0.121
H -3.5249 2.2829 3.9197 0.0 0.0 0.0 0.125
N 3.9572 1.0649 1.7886 0.0 0.0 0.0 -0.024
C 3.1084 0.7421 1.0759 0.0 0.4 -0.1 -0.440
```
Forces are in eV/Å.

The orbital gap comes out at 7.34 eV. Its net charge is +1. The highest occupied orbital energy comes out at -12.00 eV. As for the total energy: -1034.43400 a.u. For the largest force on an atom, the calculation gives 1.3 eV/Å.

***

(4)
ORCA calculation (wB97M-V/def2-TZVPD) on a single C15H11NO3 molecule.

```
30
Properties=species:S:1:pos:R:3:forces:R:3:lowdin_charge:R:1
C -5.5629 -1.9195 0.3434 0.2 0.1 0.0 -0.001
C -4.9014 -0.6097 0.1114 -0.8 0.5 -0.1 -0.307
C -5.4216 0.6405 -0.1111 0.1 -0.7 0.1 -0.017
C -4.3235 1.5034 -0.2641 0.9 -0.4 0.1 0.005
C -3.1914 0.7258 -0.1264 -0.8 0.9 -0.2 -0.270
C -1.8164 1.0875 -0.1905 0.7 -0.5 0.1 0.019
C -0.7843 0.2362 -0.0451 -0.5 0.1 0.0 0.021
C 0.5903 0.7152 -0.1284 0.0 0.7 -0.2 -0.461
O 0.9341 1.8568 -0.3120 0.0 -0.3 0.0 0.112
O 1.4502 -0.3318 0.0085 0.1 -0.3 0.1 0.072
C 2.8165 -0.1751 0.0118 0.5 0.1 -0.1 -0.216
C 3.5507 -1.2506 -0.4874 -0.4 0.2 0.1 0.013
C 4.9274 -1.2101 -0.4840 0.1 0.2 0.1 -0.017
C 5.5859 -0.0868 0.0205 -0.9 0.0 0.0 -0.240
C 6.9983 -0.0383 0.0235 0.5 0.0 0.0 -0.198
N 8.1443 -0.0015 0.0271 0.4 0.0 0.0 0.159
C 4.8484 0.9837 0.5249 0.1 -0.2 -0.1 -0.007
C 3.4681 0.9411 0.5258 -0.3 0.0 0.1 0.014
O -3.5612 -0.5619 0.1025 0.4 -0.2 0.0 0.094
H -6.2266 -1.8641 1.2045 0.0 0.0 0.0 0.087
H -4.8080 -2.6802 0.5221 0.0 -0.1 0.0 0.086
H -6.1578 -2.2053 -0.5229 0.0 -0.1 0.0 0.087
H -6.4596 0.8990 -0.1570 -0.2 0.0 0.0 0.111
H -4.3483 2.5575 -0.4514 0.1 0.2 0.0 0.115
H -1.6080 2.1333 -0.3715 0.0 0.1 0.0 0.134
H -0.9291 -0.8170 0.1348 -0.1 -0.1 0.0 0.120
H 3.0207 -2.1076 -0.8725 -0.1 -0.1 0.0 0.123
H 5.5009 -2.0389 -0.8712 0.0 0.0 0.0 0.122
H 5.3623 1.8474 0.9196 0.0 0.0 0.0 0.123
H 2.9020 1.7711 0.9151 0.0 0.0 0.0 0.117
```
Forces are in eV/Å.

The orbital gap comes out at 8.05 eV. The highest occupied orbital energy comes out at -8.40 eV. As for the total energy: -858.65561 a.u. For the largest force on an atom, the calculation gives 1.2 eV/Å. Its SMILES is Cc1ccc(/C=C/C(=O)Oc2ccc(C#N)cc2)o1.

***

(5)
ORCA calculation (wB97M-V/def2-TZVPD) on a molecular structure, C15H12Cl2F3IrN3O4SSe.

```
42
Properties=species:S:1:pos:R:3:forces:R:3:lowdin_charge:R:1
Ir -0.0598 -0.3509 0.2043 1.1 0.8 2.1 1.172
Cl 1.5916 4.4067 -0.0541 0.0 0.0 0.0 0.879
C 1.7125 3.3450 1.2529 -0.1 0.0 -0.2 -0.545
C 2.1455 3.7798 2.4930 0.1 0.0 0.1 -0.068
C 2.2613 2.9038 3.5638 -0.1 0.0 -0.1 -0.549
Cl 2.7518 3.4901 5.0660 0.0 0.0 0.0 0.894
C 1.9584 1.4998 3.4068 0.2 0.0 0.3 -0.126
C 2.0958 0.5216 4.4046 0.0 0.1 0.1 0.054
C 1.7844 -0.7872 4.1140 0.0 0.1 -0.1 0.034
C 1.3247 -1.1150 2.8374 0.1 -0.1 0.0 -0.032
N 1.1893 -0.1891 1.8961 -1.0 -0.8 -1.0 -0.029
C 1.5016 1.0877 2.1662 0.1 0.1 0.1 -0.149
C 1.3401 1.9784 1.0651 0.2 0.5 0.3 -0.320
O 0.8968 1.5095 -0.0205 -1.0 -1.3 -0.6 -0.094
H 2.3999 4.8230 2.6238 0.0 0.0 0.0 0.133
H 2.4503 0.8036 5.3872 0.0 0.0 0.0 0.122
H 1.8851 -1.5641 4.8587 0.0 0.0 0.0 0.138
H 1.0798 -2.1345 2.5712 -0.1 0.0 0.0 0.141
C 0.6407 0.3548 -3.6192 0.0 -0.1 -0.1 0.011
N -0.1611 -0.8675 -3.4919 0.0 0.2 0.1 -0.099
C -1.1801 -1.2456 -4.3294 0.0 0.1 -0.1 0.011
C -1.6591 -2.4243 -3.8675 0.0 -0.1 0.0 0.012
N -0.9227 -2.7565 -2.7590 -0.1 0.0 0.2 -0.097
C -1.1429 -3.9389 -1.9160 0.0 0.0 0.0 0.013
C -0.0243 -1.7887 -2.5241 0.2 -0.4 -0.3 -0.654
Se 1.3136 -1.7949 -1.1789 -0.5 0.6 0.0 0.806
H 0.2763 0.9219 -4.4695 -0.1 0.0 0.0 0.109
H 1.6851 0.1034 -3.7826 0.0 -0.1 0.0 0.104
H 0.5530 0.9581 -2.7201 -0.1 0.0 0.1 0.072
H -1.4754 -0.6663 -5.1878 0.0 0.0 0.1 0.147
H -2.4516 -3.0449 -4.2497 0.0 0.0 0.1 0.148
H -1.7798 -4.6354 -2.4513 0.0 0.0 -0.1 0.109
H -1.6353 -3.6450 -0.9925 0.0 0.1 0.0 0.091
H -0.1951 -4.4165 -1.6915 0.1 0.0 0.0 0.089
F -2.9548 2.4404 0.3911 -0.2 -0.1 0.1 0.189
C -2.9389 1.3394 -0.3290 0.3 0.0 -0.3 -0.665
F -4.0124 1.2249 -1.0701 -0.2 0.0 0.2 0.203
F -1.8654 1.4055 -1.1576 -0.1 0.0 0.0 0.078
S -2.7169 -0.1534 0.7689 -0.5 0.5 -0.3 0.593
O -3.9700 -0.5084 1.3017 0.2 -0.1 0.1 -0.157
O -1.6158 0.2626 1.6766 0.2 0.2 -0.5 -0.361
O -2.0761 -1.1329 -0.1870 1.0 -0.1 -0.2 -0.406
```
Forces are in eV/Å.

The orbital gap (spin up / spin down) comes out at 6.67 / 5.73 eV. Its net charge is +2. The highest occupied orbital energy (spin up / spin down) comes out at -14.94 / -15.00 eV. As for the total energy: -5167.37643 a.u. For the largest force on an atom, the calculation gives 2.5 eV/Å. Its spin multiplicity is 2.

***

(6)
ORCA calculation (wB97M-V/def2-TZVPD) on a molecular structure, C15H12Cl4F6NO2RuSb.

```
42
Properties=species:S:1:pos:R:3:forces:R:3:lowdin_charge:R:1
Ru 0.0142 0.0595 -0.6266 0.4 -0.2 0.6 1.549
Cl 3.6791 5.7991 -0.3503 0.0 0.0 0.0 0.736
C 3.2027 4.1650 -0.4529 -0.5 0.0 0.0 -0.678
C 4.1912 3.1420 -0.4173 0.1 -0.5 0.0 -0.687
Cl 5.8406 3.5681 -0.2788 0.0 0.0 0.0 0.724
C 3.8337 1.8123 -0.4894 0.4 0.3 0.0 -0.614
Cl 4.9993 0.5634 -0.4226 -0.1 -0.1 0.0 0.758
C 2.4718 1.4563 -0.6068 -0.4 0.3 -0.1 -0.334
O 2.0449 0.2595 -0.6703 0.3 -0.1 0.0 -0.124
C 1.4583 2.5115 -0.6713 0.3 -0.3 0.1 -0.345
O 0.2455 2.1199 -0.8128 -0.1 0.2 -0.1 -0.155
C 1.8580 3.8513 -0.5729 0.3 0.3 0.0 -0.619
Cl 0.6536 5.0687 -0.6030 -0.1 0.0 0.0 0.745
C -2.6845 1.0141 0.2587 0.0 0.2 0.3 -0.056
N -2.0653 -0.0268 -0.5839 -0.2 -0.1 -0.3 -0.405
C -2.5130 0.1074 -1.9858 -0.3 0.0 -0.1 -0.069
C -2.3724 -1.3829 -0.0535 0.1 -0.2 0.1 -0.135
C -1.3785 -2.3814 -0.5872 0.1 0.0 0.0 -0.244
C -1.6981 -3.7094 -0.8114 -0.1 0.0 0.1 -0.035
C -0.7043 -4.6062 -1.1850 0.0 0.0 0.0 -0.066
C 0.6097 -4.1834 -1.3300 0.0 0.0 0.0 -0.076
C 0.9321 -2.8481 -1.1333 0.2 0.1 -0.1 -0.086
C -0.0543 -1.9366 -0.7801 -0.5 0.3 -0.1 -0.224
H -3.7740 0.9211 0.2382 0.0 -0.1 -0.1 0.106
H -2.3999 1.9988 -0.1085 0.0 0.0 -0.1 0.093
H -2.3365 0.9106 1.2863 0.0 0.0 -0.1 0.062
H -3.5966 -0.0268 -2.0626 0.0 0.0 0.1 0.101
H -2.0264 -0.6459 -2.6045 0.0 0.0 0.0 0.091
H -2.2606 1.1009 -2.3555 0.0 0.0 0.0 0.092
H -3.4083 -1.6544 -0.2782 0.0 0.1 0.0 0.137
H -2.2569 -1.3334 1.0322 0.0 0.0 0.0 0.130
H -2.7193 -4.0501 -0.6843 0.0 0.0 0.0 0.116
H -0.9577 -5.6451 -1.3523 0.0 0.0 0.0 0.108
H 1.3818 -4.8921 -1.5980 0.0 0.0 0.0 0.107
H 1.9564 -2.5120 -1.2456 0.0 0.0 0.0 0.102
F -0.0149 0.2224 1.6596 0.1 0.0 0.2 -0.434
Sb -0.0014 0.1973 3.6660 -0.3 0.0 -0.8 1.414
F 0.6065 1.9800 3.5268 -0.1 -0.2 0.1 -0.358
F -1.7997 0.8077 3.4701 0.3 -0.1 0.2 -0.368
F -0.0448 0.2128 5.5373 0.0 0.0 -0.2 -0.343
F -0.6758 -1.5655 3.4746 0.1 0.3 0.1 -0.364
F 1.7639 -0.4498 3.5649 -0.2 0.1 0.0 -0.352
```
Forces are in eV/Å.

The orbital gap (spin up / spin down) comes out at 8.93 / 6.25 eV. The highest occupied orbital energy (spin up / spin down) comes out at -8.92 / -9.33 eV. As for the total energy: -3559.20790 a.u. For the largest force on an atom, the calculation gives 0.8 eV/Å. Its spin multiplicity is 5.